Entry 1:
A structure of composition C21H34N7S2V, computed with ωB97M-V/def2-TZVPD.

```
65
C21H34N7S2V, DFT ωB97M-V/def2-TZVPD
V 0.111 -0.015 0.352
N 1.640 1.469 0.921
C 1.036 1.972 2.185
C 0.884 0.819 3.177
N 0.268 -0.400 2.573
C -1.157 -0.605 2.935
C -1.837 -1.633 2.024
N -1.650 -1.307 0.582
C 1.089 -1.603 2.855
C 2.204 -1.744 1.831
N 1.601 -1.627 0.487
H 2.600 1.187 1.089
H 1.677 2.214 0.232
H 0.061 2.393 1.944
H 1.627 2.767 2.644
H 0.307 1.153 4.043
H 1.874 0.547 3.548
H -1.660 0.359 2.834
H -1.265 -0.925 3.978
H -2.891 -1.681 2.298
H -1.427 -2.626 2.194
H -2.421 -0.742 0.243
H -1.640 -2.151 0.017
H 0.459 -2.489 2.804
H 1.497 -1.555 3.868
H 2.719 -2.695 1.974
H 2.942 -0.950 1.962
H 1.077 -2.484 0.285
H 2.313 -1.578 -0.235
C -2.205 2.462 0.581
N -1.377 1.515 -0.172
C -1.619 1.437 -1.449
C -0.870 0.553 -2.283
C -0.999 0.197 -3.626
C -0.031 -0.778 -3.862
C 0.639 -0.966 -2.644
N 0.147 -0.167 -1.682
C -1.880 3.922 0.349
C -2.851 4.879 0.633
C -2.586 6.228 0.460
C -1.342 6.642 -0.002
C -0.372 5.695 -0.298
C -0.644 4.342 -0.127
H -2.076 2.237 1.644
H -3.266 2.311 0.368
H -2.410 2.044 -1.895
H -1.708 0.603 -4.333
H 0.170 -1.288 -4.792
H 1.466 -1.639 -2.453
H -3.826 4.564 0.989
H -3.355 6.958 0.679
H -1.137 7.695 -0.143
H 0.597 6.008 -0.668
H 0.100 3.605 -0.409
S -0.333 -4.275 -0.493
C 0.871 -4.640 -1.590
N 0.699 -4.860 -2.884
C 1.823 -5.350 -3.677
C 3.093 -5.052 -2.866
S 2.547 -4.781 -1.150
H -0.244 -4.858 -3.245
H 1.846 -4.837 -4.636
H 1.713 -6.418 -3.861
H 3.606 -4.163 -3.223
H 3.781 -5.892 -2.885
```

As for the charge: +1. For the LUMO energy (alpha / beta), the calculation gives -2.0 / -2.0 eV. The value obtained for the electronic energy is -80115.66398 eV. The energy relative to the best compared isomer or geometry (same formula, charge and spin) comes out at 30.44 kJ/mol. As for the spin multiplicity: 4. The gap between HOMO and LUMO (alpha / beta) comes out at 0.2656 / 0.2918 hartree. For the strongest force on any atom, the calculation gives 0.0193 hartree/bohr. As for the expectation value of S²: 3.76.

***

Entry 2:
A cluster of 2 separate species, C2H8N2S in total, computed with ωB97M-V/def2-TZVPD.

```
13
C2H8N2S, DFT ωB97M-V/def2-TZVPD
C 1.659 -0.489 -0.079
C -0.777 1.343 -0.007
N 0.373 -0.981 -0.486
N -1.102 0.039 0.465
S -2.419 -0.655 -0.141
H 1.896 0.582 -0.551
H 1.747 -0.387 1.046
H 2.554 -1.150 -0.329
H 0.358 1.473 0.009
H -1.036 1.417 -1.097
H -1.319 2.241 0.371
H 0.175 -1.658 0.296
H -2.110 -1.776 0.500
```

For the LUMO energy (alpha / beta), the calculation gives 0.9 / -1.2 eV. The value obtained for the electronic energy is -16013.52350 eV. The energy relative to the best compared isomer or geometry (same formula, charge and spin) comes out at 36.42 kJ/mol. As for the spin multiplicity: 3. The gap between HOMO and LUMO (alpha / beta) comes out at 0.2882 / 0.3024 hartree. For the strongest force on any atom, the calculation gives 0.0750 hartree/bohr. As for the expectation value of S²: 2.01.

***

Entry 3:
A structure of composition C32H32ClIP3V, computed with ωB97M-V/def2-TZVPD.

```
70
C32H32ClIP3V, DFT ωB97M-V/def2-TZVPD
V -1.036 -0.196 0.754
I -3.679 3.007 0.755
C -4.960 -0.123 0.273
C -6.175 0.426 0.483
C -7.337 -0.414 0.437
C -7.300 -1.764 0.165
C -6.066 -2.392 -0.017
C -5.974 -3.802 -0.274
C -4.869 -4.496 -0.659
C -3.481 -4.061 -0.811
C -2.917 -3.091 -0.072
P -1.183 -2.537 -0.285
C -0.782 -2.558 -2.033
C -0.727 -1.381 -2.775
C -0.456 -1.424 -4.134
C -0.239 -2.646 -4.756
C -0.283 -3.825 -4.023
C -0.547 -3.787 -2.665
C -0.158 -3.788 0.503
C -0.670 -4.640 1.479
C 0.151 -5.597 2.058
C 1.475 -5.712 1.657
C 1.987 -4.866 0.678
C 1.178 -3.899 0.106
C -4.830 -1.583 0.036
H -6.312 1.487 0.646
H -8.301 0.057 0.596
H -8.220 -2.332 0.112
H -6.913 -4.343 -0.244
H -5.038 -5.533 -0.930
H -2.897 -4.627 -1.527
H -0.862 -0.415 -2.303
H -0.399 -0.508 -4.704
H -0.021 -2.679 -5.815
H -0.098 -4.773 -4.509
H -0.546 -4.710 -2.099
H -1.709 -4.590 1.783
H -0.248 -6.268 2.806
H 2.108 -6.471 2.096
H 3.013 -4.971 0.352
H 1.581 -3.262 -0.673
C 1.341 -2.154 3.107
P 0.863 -0.610 2.310
C 2.352 0.392 2.138
C -0.378 0.166 3.345
C -0.311 0.595 4.669
C -1.486 0.980 5.290
C -2.705 0.922 4.606
C -2.764 0.522 3.286
C -1.581 0.157 2.627
P -3.393 0.793 -0.041
C -3.768 -2.307 0.880
C -3.479 0.967 -1.857
H 1.779 -1.908 4.078
H 2.080 -2.685 2.509
H 0.475 -2.795 3.256
H 2.865 0.456 3.100
H 2.101 1.395 1.797
H 3.026 -0.073 1.417
H 0.625 0.613 5.212
H -1.469 1.312 6.319
H -3.609 1.209 5.127
H -3.725 0.508 2.785
H -3.198 -1.596 1.482
H -4.257 -2.973 1.599
H -4.475 -1.650 -1.019
H -4.405 1.468 -2.141
H -3.420 -0.014 -2.333
H -2.629 1.566 -2.184
Cl -0.027 1.315 -0.271
```

As for the charge: +3. For the LUMO energy (alpha / beta), the calculation gives -10.7 / -10.7 eV. The value obtained for the electronic energy is -107854.31475 eV. The energy relative to the best compared isomer or geometry (same formula, charge and spin) comes out at 0.00 kJ/mol. As for the spin multiplicity: 2. The gap between HOMO and LUMO (alpha / beta) comes out at 0.2263 / 0.2257 hartree. For the strongest force on any atom, the calculation gives 0.0085 hartree/bohr. As for the expectation value of S²: 0.79.

***

Entry 4:
The molecule C4H9NO, computed with ωB97M-V/def2-TZVPD.

```
15
C4H9NO, DFT ωB97M-V/def2-TZVPD
C 0.465 -2.184 -0.929
C 0.723 -0.710 -1.262
O 1.301 -0.054 -0.126
C 0.521 0.711 0.659
N -0.504 1.330 0.269
C -1.278 2.043 1.263
H 1.352 -2.598 -0.455
H -0.386 -2.294 -0.242
H 0.227 -2.768 -1.829
H 1.443 -0.578 -2.076
H -0.253 -0.326 -1.504
H 0.913 0.708 1.685
H -2.323 1.732 1.172
H -1.246 3.122 1.072
H -0.955 1.865 2.302
```

As for the SMILES: CCO/C=N/C. For the LUMO energy, the calculation gives 1.1 eV. The value obtained for the electronic energy is -7830.70919 eV. The energy relative to the best compared isomer or geometry (same formula, charge and spin) comes out at 155.42 kJ/mol. The gap between HOMO and LUMO comes out at 0.3924 hartree. For the strongest force on any atom, the calculation gives 0.0181 hartree/bohr.

***

Entry 5:
A cluster of 9 separate species, C5H30NO8 in total, computed with ωB97M-V/def2-TZVPD.

```
44
C5H30NO8, DFT ωB97M-V/def2-TZVPD
C 1.229 -1.026 0.268
C 2.315 -0.022 -0.099
C 1.842 1.435 -0.170
C 1.583 1.987 1.236
C 2.907 2.264 -0.875
N 0.469 -1.445 -0.944
H 0.532 -0.598 0.980
H 1.621 -1.911 0.737
H 2.744 -0.315 -1.057
H 3.147 -0.092 0.602
H 0.914 1.505 -0.751
H 0.742 1.485 1.714
H 1.390 3.060 1.218
H 2.464 1.849 1.856
H 3.065 1.916 -1.893
H 2.629 3.313 -0.952
H 3.864 2.221 -0.363
H -0.293 -2.079 -0.695
H 0.061 -0.624 -1.441
H 1.111 -1.936 -1.587
H -2.929 -0.590 1.514
H -3.132 -0.034 0.064
O -3.254 -0.834 0.613
H -2.539 2.285 -0.530
H -3.741 1.703 -1.381
O -2.903 1.472 -0.969
H -1.068 -3.655 3.246
H -1.065 -3.040 1.812
O -0.818 -2.872 2.751
H -2.352 -2.180 0.215
H -2.230 -3.663 -0.250
O -1.694 -2.947 0.142
H -0.719 0.947 -3.213
H -1.700 0.757 -2.013
O -0.951 0.340 -2.496
H -2.558 -0.373 3.874
H -1.586 -1.295 3.096
O -2.049 -0.414 3.048
H -1.158 3.522 0.808
H -2.290 4.498 0.380
O -1.773 3.726 0.100
H 3.170 -3.226 -2.376
H 2.483 -2.550 -3.591
O 2.522 -2.560 -2.626
```

As for the charge: +1. For the LUMO energy, the calculation gives -2.3 eV. The value obtained for the electronic energy is -23538.97312 eV. The energy relative to the best compared isomer or geometry (same formula, charge and spin) comes out at 0.00 kJ/mol. The gap between HOMO and LUMO comes out at 0.4310 hartree. For the strongest force on any atom, the calculation gives 0.0205 hartree/bohr.

***

Entry 6:
A cluster of 2 separate species, C5H14 in total, computed with ωB97M-V/def2-TZVPD.

```
19
C5H14, DFT ωB97M-V/def2-TZVPD
C -0.576 -1.511 -1.004
C -0.753 -2.859 -1.665
H 0.381 -1.198 -0.594
H -0.941 -0.723 -1.848
H -1.203 -1.373 -0.118
H -1.587 -2.860 -2.365
H -0.937 -3.749 -0.863
H 0.210 -3.100 -2.104
C -0.026 1.524 0.729
C 0.283 1.956 2.229
C 1.114 1.080 -0.191
H -0.720 2.269 0.169
H -0.678 0.581 0.903
H 0.715 2.997 2.276
H -0.736 1.964 2.723
H 1.991 1.645 -0.121
H 0.807 1.051 -1.314
H 0.966 1.309 2.862
H 1.485 0.047 -0.185
```

As for the charge: +1. For the LUMO energy (alpha / beta), the calculation gives -2.9 / -10.9 eV. The value obtained for the electronic energy is -5399.61607 eV. The energy relative to the best compared isomer or geometry (same formula, charge and spin) comes out at 143.70 kJ/mol. As for the spin multiplicity: 2. The gap between HOMO and LUMO (alpha / beta) comes out at 0.4636 / 0.1633 hartree. For the strongest force on any atom, the calculation gives 0.0803 hartree/bohr. As for the expectation value of S²: 0.75.

***

Entry 7:
A cluster of 7 separate species, C16H31NO21 in total, computed with ωB97M-V/def2-TZVPD.

```
69
C16H31NO21, DFT ωB97M-V/def2-TZVPD
N 0.792 0.616 -1.253
O 0.267 0.018 -0.389
O 0.244 0.969 -2.235
O 1.896 1.007 -1.172
O 4.650 -0.197 -5.061
C 4.186 0.320 -3.873
O 4.819 -0.001 -2.806
O 3.235 1.103 -3.829
H 5.462 -0.660 -4.844
C 3.208 -2.383 -1.017
O 2.548 -2.585 0.211
C 2.651 -1.693 1.250
O 3.303 -0.643 1.173
O 1.866 -2.191 2.280
C 1.724 -1.273 3.419
H 2.675 -1.543 -1.463
H 3.117 -3.174 -1.762
H 4.265 -2.448 -0.759
H 1.560 -0.258 3.056
H 2.594 -1.277 4.075
H 0.862 -1.648 3.970
C -1.271 -2.752 1.080
O -0.530 -3.774 1.730
C 0.113 -4.785 1.071
O 0.513 -4.692 -0.122
O 0.229 -5.820 1.970
C 0.970 -6.916 1.524
H -1.630 -3.039 0.092
H -0.618 -1.913 0.838
H -2.116 -2.254 1.556
H 0.651 -7.784 2.101
H 2.050 -6.807 1.617
H 0.837 -7.181 0.475
C -2.546 -1.219 -2.066
O -3.477 -0.150 -1.944
C -4.624 -0.352 -1.197
O -4.942 -1.443 -0.736
O -5.322 0.843 -1.097
C -6.537 0.742 -0.403
H -1.776 -1.089 -2.827
H -2.907 -2.182 -2.426
H -2.005 -1.347 -1.128
H -6.328 0.161 0.495
H -7.276 0.282 -1.060
H -6.931 1.737 -0.197
C -2.270 2.689 -0.092
O -2.714 3.770 -0.880
C -2.321 3.864 -2.212
O -1.443 3.239 -2.744
O -2.980 4.864 -2.669
C -3.231 4.994 -4.060
H -1.240 2.383 -0.274
H -2.949 1.847 -0.225
H -2.388 3.006 0.944
H -2.267 4.884 -4.557
H -3.713 5.962 -4.196
H -3.927 4.216 -4.374
C 4.583 3.790 4.030
O 3.166 3.472 4.082
C 2.587 2.548 3.227
O 3.293 2.127 2.314
O 1.302 2.501 3.312
C 0.576 2.041 2.179
H 4.773 4.090 2.999
H 5.135 2.925 4.399
H 4.830 4.567 4.752
H -0.473 2.047 2.477
H 0.715 1.020 1.824
H 0.506 2.830 1.431
```

As for the charge: -2. For the LUMO energy, the calculation gives 3.9 eV. The value obtained for the electronic energy is -61575.06923 eV. The energy relative to the best compared isomer or geometry (same formula, charge and spin) comes out at 313.31 kJ/mol. The gap between HOMO and LUMO comes out at 0.1669 hartree. For the strongest force on any atom, the calculation gives 0.1642 hartree/bohr.

***

Entry 8:
A structure of composition C41H35BBrGaN13, computed with ωB97M-V/def2-TZVPD.

```
92
C41H35BBrGaN13, DFT ωB97M-V/def2-TZVPD
Ga -0.168 -0.176 -0.028
C 2.915 -2.407 -1.932
C 2.405 -1.165 -1.450
N 1.349 -1.401 -0.685
N 1.134 -2.724 -0.681
C 2.042 -3.335 -1.400
B -0.077 -3.316 0.057
N -0.186 -2.729 1.482
C -0.416 -3.336 2.663
C -0.670 -2.372 3.630
C -0.413 -1.161 2.969
N -0.124 -1.367 1.677
N -1.393 -2.854 -0.664
C -2.382 -3.475 -1.346
C -3.159 -2.510 -1.955
C -2.633 -1.317 -1.545
N -1.528 -1.509 -0.754
N 0.039 -4.823 0.173
C 1.027 -5.535 0.791
C 0.538 -6.800 1.053
C -0.768 -6.699 0.541
N -1.070 -5.540 -0.002
H 3.750 -2.543 -2.559
H 2.836 -0.171 -1.526
H 2.062 -4.419 -1.528
H -0.395 -4.402 2.744
H -0.877 -2.457 4.680
H -0.343 -0.118 3.313
H -2.605 -4.537 -1.290
H -4.105 -2.637 -2.473
H -2.930 -0.324 -1.754
H 1.990 -5.111 1.048
H 0.986 -7.669 1.522
H -1.525 -7.451 0.510
Br -0.083 4.853 -2.787
C -0.227 3.005 -3.008
C 0.046 2.328 -4.221
C -0.025 0.920 -4.228
C -0.177 0.274 -3.043
N -0.300 0.884 -1.830
C -0.393 2.235 -1.874
H 0.425 2.764 -5.156
H 0.119 0.345 -5.109
H -0.030 -0.809 -3.026
H -0.499 2.713 -0.942
C -1.422 2.899 2.816
C -0.675 1.999 2.099
N -1.196 1.378 0.985
C -2.423 1.753 0.571
C -3.199 2.733 1.250
C -2.689 3.290 2.404
C -4.398 3.358 0.618
C -5.344 2.920 -0.161
C -5.613 1.557 -0.652
C -6.445 1.379 -1.786
C -6.884 0.115 -1.993
N -6.496 -0.920 -1.203
C -5.607 -0.683 -0.253
N -5.089 0.510 0.089
H -0.929 3.287 3.733
H 0.388 1.856 2.371
H -2.737 1.216 -0.334
H -3.312 3.993 2.992
H -4.567 4.365 1.006
H -6.044 3.689 -0.517
H -6.768 2.251 -2.427
H -7.584 -0.156 -2.739
H -5.382 -1.568 0.338
N 1.600 1.215 0.226
C 2.762 1.559 0.489
C 3.384 1.474 1.854
C 4.163 2.536 2.378
C 4.579 2.454 3.687
C 4.375 1.334 4.531
C 3.601 0.326 4.020
C 3.104 0.409 2.697
C 3.726 2.185 -0.472
C 5.024 1.675 -0.540
C 5.922 2.115 -1.478
C 5.517 3.084 -2.407
C 4.200 3.566 -2.310
C 3.300 3.116 -1.401
H 4.542 3.335 1.695
H 5.159 3.282 4.078
H 4.842 1.298 5.476
H 3.381 -0.552 4.615
H 2.470 -0.420 2.478
H 5.325 0.929 0.206
H 6.921 1.654 -1.547
H 6.218 3.360 -3.152
H 3.893 4.291 -3.027
H 2.241 3.429 -1.364
```

As for the charge: +2. For the LUMO energy (alpha / beta), the calculation gives -5.5 / -6.7 eV. The value obtained for the electronic energy is -185539.87264 eV. The energy relative to the best compared isomer or geometry (same formula, charge and spin) comes out at 0.00 kJ/mol. As for the spin multiplicity: 2. The gap between HOMO and LUMO (alpha / beta) comes out at 0.3003 / 0.2546 hartree. For the strongest force on any atom, the calculation gives 0.0517 hartree/bohr. As for the expectation value of S²: 0.76.

***

Entry 9:
The molecule C5H10N4O2S, computed with ωB97M-V/def2-TZVPD.

```
22
C5H10N4O2S, DFT ωB97M-V/def2-TZVPD
C -2.856 0.534 0.961
N -1.482 0.709 0.462
C -0.500 -0.137 0.728
N -0.374 -1.062 1.717
N 0.890 -1.526 1.831
C 1.651 -0.848 1.022
N 2.998 -1.146 0.872
C 0.940 0.012 0.150
S 1.380 1.270 -0.908
C 1.638 0.332 -2.490
O 0.262 2.120 -1.137
O 2.526 1.998 -0.454
H -3.620 0.648 0.250
H -2.893 -0.303 1.503
H -2.939 1.313 1.734
H -1.148 1.359 -0.256
H -1.130 -1.322 2.397
H 3.647 -0.309 0.767
H 3.314 -1.871 1.387
H 1.155 -0.547 -2.567
H 1.412 0.956 -3.423
H 2.713 0.070 -2.810
```

As for the SMILES: CNc1[nH]nc(N)c1S(C)(=O)=O. For the LUMO energy, the calculation gives 0.6 eV. The value obtained for the electronic energy is -26235.28017 eV. The energy relative to the best compared isomer or geometry (same formula, charge and spin) comes out at 44.85 kJ/mol. The gap between HOMO and LUMO comes out at 0.3127 hartree. For the strongest force on any atom, the calculation gives 0.1131 hartree/bohr.

***

Entry 10:
The molecule C5H7NO3, computed with ωB97M-V/def2-TZVPD.

```
16
C5H7NO3, DFT ωB97M-V/def2-TZVPD
C -1.477 1.497 -0.298
C -0.237 0.630 -0.363
O 0.406 0.716 -1.550
C 0.798 1.111 0.882
N 1.427 1.625 1.695
C -0.477 -0.844 0.053
C 0.883 -1.491 0.104
O 1.704 -1.332 -0.796
O 1.122 -2.203 1.187
H -2.220 1.105 -0.992
H -1.888 1.504 0.709
H -1.217 2.510 -0.596
H 1.187 -0.033 -1.510
H -1.072 -1.332 -0.726
H -0.969 -0.920 1.020
H 2.032 -2.543 1.181
```

As for the SMILES: C[C@@](O)(C#N)CC(=O)O. For the LUMO energy, the calculation gives 0.5 eV. The value obtained for the electronic energy is -12930.61455 eV. The energy relative to the best compared isomer or geometry (same formula, charge and spin) comes out at 151.42 kJ/mol. The gap between HOMO and LUMO comes out at 0.4168 hartree. For the strongest force on any atom, the calculation gives 0.0553 hartree/bohr.